[1]
ORCA calculation (ωB97M-V/def2-TZVPD) on a molecular structure, C26H22BrMoN5O3.

The geometry in XYZ format:
```
58
Properties=species:S:1:pos:R:3:forces:R:3
Mo 0.81817 -0.37263 -0.68647 -0.1 0.4 0.5
O 0.79095 1.22393 -1.68972 0.0 -0.3 -0.3
C 0.20441 2.43762 -1.68588 0.0 0.1 0.1
C 0.64941 3.41291 -2.56133 -0.1 0.0 0.1
C 0.04458 4.66024 -2.52917 0.0 0.0 0.0
C -0.99844 4.94151 -1.64846 0.0 0.0 0.0
C -1.44043 3.96697 -0.78220 0.0 0.0 0.0
C -0.83964 2.69672 -0.77932 0.1 0.0 -0.1
C -1.30447 1.70620 0.13834 0.1 0.0 -0.1
N -0.81289 0.50994 0.28277 0.0 0.0 0.1
N -1.46139 -0.26771 1.24772 0.1 -0.1 0.0
C -0.93842 -1.44314 1.28999 0.0 -0.1 0.0
O 0.04825 -1.74438 0.42623 0.0 0.0 -0.4
C -1.38266 -2.49418 2.20180 0.0 0.1 0.1
C -2.40763 -2.22756 3.11281 0.0 0.0 0.0
C -2.82965 -3.22140 3.97531 0.0 0.0 0.0
C -2.23368 -4.47692 3.93515 0.0 0.0 0.0
C -1.21411 -4.74218 3.03145 0.0 0.0 0.0
C -0.78578 -3.75358 2.16207 0.0 0.0 0.0
H 1.45724 3.19606 -3.24582 0.0 0.0 0.0
H 0.39226 5.42855 -3.20685 0.0 0.0 0.0
H -1.45649 5.91988 -1.64554 0.0 0.0 0.0
H -2.24875 4.17018 -0.09121 0.0 0.0 0.0
H -2.13867 1.95166 0.78900 0.0 0.0 0.0
H -2.86390 -1.24785 3.13790 0.0 0.0 0.0
H -3.62360 -3.02045 4.68117 0.0 0.0 0.0
H -2.56777 -5.25178 4.61192 0.0 0.0 0.0
H -0.75574 -5.72110 3.00317 0.0 0.0 0.0
H 0.00319 -3.95946 1.45189 0.0 0.0 0.0
C -3.30292 -2.16766 -4.29860 0.0 0.0 0.0
C -1.86313 -2.12239 -3.88746 0.0 0.0 0.0
C -0.87810 -2.81663 -4.59064 0.0 0.0 0.0
C 0.45003 -2.79061 -4.18574 0.0 0.0 0.0
C 0.71973 -2.04261 -3.06781 -0.1 0.0 0.0
Br 2.47141 -1.86350 -2.30662 0.0 0.0 0.1
N -0.18008 -1.36029 -2.37705 0.1 0.0 0.0
C -1.45900 -1.39762 -2.77478 0.0 0.0 0.0
H -3.39818 -2.11186 -5.38175 0.0 0.0 0.0
H -3.86804 -1.34757 -3.86027 0.0 0.0 0.0
H -3.75815 -3.10422 -3.97298 0.0 0.0 0.0
H -1.15131 -3.38868 -5.46864 0.0 0.0 0.0
H 1.22613 -3.32469 -4.71405 0.0 0.0 0.0
H -2.16345 -0.82997 -2.17994 0.0 0.0 0.0
N 3.38301 4.26013 3.39754 0.0 0.0 0.0
C 2.85435 3.71915 2.28675 0.1 0.0 -0.1
O 2.31767 4.35620 1.40305 -0.1 0.0 0.1
C 2.97355 2.21704 2.12452 0.0 0.0 0.0
C 3.83531 1.36974 2.80464 0.0 0.0 0.0
C 3.83674 0.01213 2.50307 0.0 0.0 0.0
C 2.98448 -0.45595 1.52883 0.0 0.0 0.1
N 2.16045 0.36790 0.85180 -0.1 -0.1 -0.1
C 2.15967 1.67278 1.14707 0.1 0.0 0.0
H 3.32967 5.26043 3.50748 0.0 0.0 0.0
H 3.74931 3.71636 4.15706 0.0 0.0 0.0
H 4.51813 1.74746 3.55485 0.0 0.0 0.0
H 4.49458 -0.67483 3.01502 0.0 0.0 0.0
H 2.94124 -1.50853 1.27565 0.0 0.0 0.0
H 1.51255 2.33025 0.58226 0.0 0.0 0.0
```
Positions in Å, forces in eV/Å.

Its charge is +2. As for the spin multiplicity: 3. The calculation puts the total energy at -4145.2543 hartree.

Atomic partial charges in e from the natural (NBO) method, atoms 1 to 5: number 1, Mo, carries 1.581; number 2, O, carries -0.626; number 3, C, carries 0.340; number 4, C, carries -0.252; number 5, C, carries -0.101

[2]
ORCA calculation (ωB97M-V/def2-TZVPD) on a molecular structure, C26H22Cl5F5GaN4O2S in a non-equilibrium geometry.

The geometry in XYZ format:
```
66
Properties=species:S:1:pos:R:3:forces:R:3
Ga 0.94739 0.43245 0.90435 0.9 -0.1 -0.4
Cl 0.70201 -0.68953 8.11146 0.1 0.4 0.3
C 0.52192 -0.50795 6.42786 0.4 0.5 -0.5
C 0.96452 0.64506 5.76319 -0.5 -0.5 0.3
Cl 1.56040 2.02073 6.58597 0.1 -0.2 0.3
C 0.84441 0.69306 4.38435 0.2 0.0 -0.7
Cl 1.49404 2.06314 3.53377 -0.4 0.0 -0.2
C 0.30992 -0.34674 3.61389 -0.3 -0.1 1.0
O 0.05910 -0.26055 2.31964 0.3 0.1 -0.6
C -0.08114 -1.51110 4.30431 0.2 0.4 -0.8
Cl -0.57950 -2.88162 3.40809 -0.2 -0.1 -0.3
C 0.02450 -1.56734 5.66557 0.2 -0.7 1.6
Cl -0.34361 -3.03281 6.53393 -0.1 0.3 -0.6
O 0.36139 -0.90879 -0.37761 -0.4 -0.5 -0.2
S 0.87521 -2.07667 -1.26944 0.8 0.0 0.9
C 0.64130 -1.50804 -2.89220 0.1 0.3 -0.7
C -0.62490 -1.27857 -3.39506 -0.8 0.0 -0.3
C -0.77980 -0.79234 -4.67703 0.5 0.2 -0.6
C 0.34557 -0.59894 -5.50216 0.2 0.3 0.1
C 1.62780 -0.81202 -4.99028 0.0 -0.5 0.4
C 1.77154 -1.23465 -3.65653 0.1 0.0 -0.2
C -0.30767 -3.40699 -1.12275 -0.2 0.4 0.7
C -1.49608 -3.20190 -0.42735 0.4 -0.2 -0.2
C -2.34440 -4.28274 -0.26370 -0.6 0.1 0.3
C -1.97543 -5.52999 -0.75079 -0.6 -0.5 -0.1
C -0.78050 -5.72704 -1.42651 0.1 0.3 0.4
C 0.08714 -4.66174 -1.57246 0.7 0.4 -0.9
H -1.52513 -1.48897 -2.82741 0.2 0.0 0.2
H -1.77611 -0.57575 -5.04714 0.1 -0.1 0.0
H 0.24559 -0.22847 -6.53522 -0.1 -0.3 0.6
H 2.53024 -0.74696 -5.60925 -0.5 0.3 0.2
H 2.74656 -1.35625 -3.18893 -0.1 -0.1 -0.3
H -1.70521 -2.24557 0.02250 -0.1 0.2 -0.1
H -3.30206 -4.11599 0.25696 0.6 -0.3 -0.3
H -2.62980 -6.39351 -0.61514 0.1 0.4 0.0
H -0.50412 -6.70955 -1.77008 0.0 -0.1 -0.1
H 1.05044 -4.77306 -2.10281 -0.6 0.0 0.4
C 0.32905 3.34293 0.39879 0.4 0.1 0.2
N -0.19821 1.93995 0.21114 -0.4 0.0 -0.4
C -1.57056 1.85305 0.86056 0.2 0.6 0.1
N -2.46569 2.84723 0.33551 0.9 0.0 0.2
C -1.87907 4.16595 0.56303 -0.2 0.6 0.3
N -0.58688 4.34807 -0.11218 -0.2 -0.7 -0.4
C -0.79953 4.12417 -1.57053 -0.2 0.0 0.2
N -1.30203 2.75558 -1.83237 -0.5 0.5 0.9
C -0.38711 1.79696 -1.28645 0.1 -0.8 -0.3
C -2.58952 2.62891 -1.09542 -0.5 -0.1 -0.5
H 1.29394 3.39353 -0.10852 -0.1 0.1 -0.1
H 0.52484 3.44819 1.46434 -0.3 0.4 0.0
H -1.44305 1.99623 1.93119 0.0 -0.1 0.1
H -1.98422 0.88941 0.64229 0.0 -0.8 0.1
H -1.75622 4.37292 1.62916 0.1 -0.3 0.0
H -2.60019 4.89407 0.21508 0.0 0.3 -0.3
H 0.11776 4.29043 -2.13490 0.2 -0.1 0.2
H -1.54100 4.84517 -1.94265 0.2 -0.2 0.2
H 0.60878 1.89802 -1.73639 -0.2 0.0 0.0
H -0.75950 0.77891 -1.47003 0.1 0.4 0.0
H -3.03495 1.63279 -1.23259 0.3 0.2 -0.2
H -3.29627 3.36585 -1.47903 0.1 0.0 -0.2
F 3.12388 1.89962 -0.30446 0.0 -0.7 0.6
C 2.94519 0.66513 0.30994 -0.6 0.2 0.5
F 3.19388 -0.26629 -0.66695 0.0 0.1 0.3
C 4.04535 0.46939 1.41632 -1.0 0.3 -0.8
F 5.21112 0.37820 0.82352 0.8 -0.3 0.1
F 4.06398 1.51074 2.25322 0.0 -0.4 -0.1
F 3.78069 -0.66740 2.10242 0.1 0.6 -0.3
```
Positions in Å, forces in eV/Å.

Its charge is +1. The calculation puts the total energy at -6496.5687 hartree.

Atomic partial charges in e from the natural (NBO) method, atoms 1 to 5: number 1, Ga, carries 1.763; number 2, Cl, carries 0.095; number 3, C, carries -0.105; number 4, C, carries -0.097; number 5, Cl, carries 0.089

[3]
ORCA calculation (ωB97M-V/def2-TZVPD) on a molecular structure, C26H22F3N2O10S3 in a non-equilibrium geometry.

The geometry in XYZ format:
```
66
Properties=species:S:1:pos:R:3:forces:R:3
C -1.89038 1.51254 3.53690 0.3 -0.1 0.1
C -2.87939 2.03252 2.49650 0.1 0.7 -0.4
C -4.01860 2.79845 3.17364 0.0 -0.2 -0.1
O -2.24420 3.07188 1.69729 0.1 -0.9 0.0
C -1.43234 2.65444 0.67104 -0.5 -0.1 -0.2
O -0.97899 3.53447 -0.03936 0.6 -0.5 0.4
C -1.37962 1.17949 0.40519 -1.0 1.9 1.4
C -0.44907 0.77556 -0.63708 0.1 -0.1 -1.1
C 1.00510 0.98537 -0.09358 -1.0 -0.1 -0.5
C 1.69100 0.14384 0.75041 1.2 1.5 -0.4
C 2.83559 0.45094 1.43671 0.6 0.1 0.6
C 3.38016 1.73172 1.23034 -2.0 -0.3 -0.7
N 4.32787 2.23776 2.16723 2.5 1.2 2.0
O 4.66719 3.44042 2.07953 -0.7 -2.3 0.0
O 4.78310 1.47700 3.05356 -1.0 1.2 -1.8
C 2.77525 2.60531 0.30642 0.3 -0.2 0.6
C 1.61626 2.22600 -0.35399 0.4 -0.3 0.3
C -2.80735 0.83133 0.38086 -0.5 -0.2 -0.2
O -3.48534 0.50481 -0.56998 0.8 0.0 1.4
O -3.43574 1.03873 1.63843 0.0 0.4 -0.5
H -1.02646 1.00261 3.08306 -0.4 0.1 0.1
H -1.50743 2.38543 4.09094 -0.2 -0.3 -0.1
H -2.39193 0.82672 4.23731 0.2 0.3 -0.3
H -4.63573 3.30426 2.43086 0.1 -0.2 -0.1
H -4.64781 2.14551 3.77649 0.1 -0.1 0.0
H -3.58848 3.56439 3.81656 0.1 0.0 0.1
H -0.69552 -0.27218 -0.88493 0.3 0.7 -0.5
H -0.61392 1.43539 -1.51646 0.6 -0.5 0.1
H 1.34407 -1.00194 1.09727 2.4 1.1 0.5
H 3.24662 -0.20720 2.20100 0.1 0.1 -0.3
H 3.17233 3.61166 0.21076 0.0 -0.2 -0.1
H 1.12692 2.92575 -1.02029 -0.1 -0.2 0.1
F 1.53768 -3.14861 2.40149 -0.7 0.2 -0.7
C 0.50510 -3.19791 1.48144 1.3 -2.3 0.9
F 0.90523 -4.02984 0.49719 -0.4 0.5 0.8
F -0.54637 -3.76438 2.11731 1.2 0.5 -0.9
S 0.13295 -1.59726 0.81158 -3.4 -1.4 -1.1
N -3.02850 -4.38937 -0.32625 1.2 3.1 0.6
S -2.30593 -5.01780 -1.64072 -2.4 -1.2 0.8
C -3.42591 -6.38074 -1.43000 0.6 -0.5 0.5
C -2.95093 -7.63716 -1.05812 -0.8 0.6 -0.3
C -3.89669 -8.56143 -0.61614 -0.2 -0.1 -0.1
C -5.24450 -8.20067 -0.50473 0.2 -0.2 -0.1
C -5.66501 -6.89188 -0.77623 0.3 -0.1 -0.2
C -4.73378 -5.96403 -1.20771 -0.7 -0.9 -0.4
O -2.63770 -4.38240 -2.89267 0.6 0.5 0.1
O -0.99395 -5.55370 -1.42618 1.0 0.5 0.0
S -3.25955 -2.77266 -0.24848 1.1 -2.0 0.3
C -3.21951 -2.42584 1.52780 -1.1 0.8 -0.1
C -4.35721 -2.79739 2.25035 0.3 -0.2 0.3
C -4.35547 -2.67319 3.63500 0.2 0.0 0.1
C -3.16197 -2.29666 4.27279 -0.2 -0.3 0.2
C -2.07226 -1.83566 3.54805 -0.7 0.3 0.3
C -2.22998 -1.67437 2.18187 -0.2 -0.1 -0.8
O -2.04875 -2.12522 -0.73670 0.1 1.0 -0.3
O -4.57616 -2.45104 -0.72691 0.2 0.4 0.0
H -1.88180 -7.84223 -1.04662 -0.3 0.0 -0.2
H -3.54696 -9.56770 -0.39000 -0.3 0.1 0.1
H -5.98037 -8.95121 -0.22661 0.1 0.1 0.1
H -6.69560 -6.56640 -0.65322 0.1 -0.3 0.1
H -4.99935 -4.91419 -1.29725 0.0 -0.3 -0.3
H -5.23961 -3.13412 1.71580 0.2 -0.2 0.0
H -5.26088 -2.90577 4.21197 0.5 0.1 -0.2
H -3.10751 -2.31877 5.35117 0.0 -0.1 0.1
H -1.13863 -1.52434 4.02160 -0.4 0.2 0.0
H -1.64490 -0.84619 1.72776 -0.7 -1.0 -0.1
```
Positions in Å, forces in eV/Å.

Its charge is -1. The calculation puts the total energy at -3359.7251 hartree.

Atomic partial charges in e from the natural (NBO) method, atoms 1 to 5: number 1, C, carries -0.665; number 2, C, carries 0.534; number 3, C, carries -0.622; number 4, O, carries -0.535; number 5, C, carries 0.767

[4]
ORCA calculation (ωB97M-V/def2-TZVPD) on a molecular structure, C26H22I2IrO2.

The geometry in XYZ format:
```
53
Properties=species:S:1:pos:R:3:forces:R:3
Ir 0.44026 -0.39425 0.08550 -0.4 0.0 -0.7
C -2.30062 1.67984 -2.31811 0.0 0.0 0.0
C -1.24343 0.62799 -2.33056 0.0 0.0 -0.1
C -0.15106 0.69303 -3.16181 0.0 0.0 0.1
C 0.86947 -0.27382 -3.06811 0.0 0.1 0.0
C 2.13638 -0.11427 -3.84329 0.0 0.0 0.0
C 0.67754 -1.42000 -2.27034 0.0 0.0 -0.1
C -0.55718 -1.64272 -1.62865 0.0 0.2 0.4
C -0.99662 -2.99855 -1.18241 0.0 0.0 0.0
C -1.37870 -0.49780 -1.44562 -0.1 -0.1 0.1
H -2.55525 1.95974 -1.29354 0.0 0.0 0.0
H -3.21334 1.28684 -2.77366 0.0 0.0 0.0
H -1.99875 2.56692 -2.87022 0.0 0.0 0.0
H -0.03765 1.52062 -3.85104 0.0 0.0 0.0
H 2.93145 0.24790 -3.18461 0.0 0.0 0.0
H 2.02116 0.59988 -4.65530 0.0 0.0 0.0
H 2.47112 -1.06895 -4.24745 0.0 0.0 0.0
H 1.40196 -2.22485 -2.32821 0.0 0.0 0.0
H -1.72176 -2.94005 -0.37219 0.0 0.0 0.0
H -0.16185 -3.62481 -0.87864 0.0 0.0 0.0
H -1.48755 -3.47875 -2.03296 0.0 0.0 0.0
H -2.33648 -0.61785 -0.95021 0.0 0.0 0.0
I 0.84906 2.14103 -0.37951 0.1 0.2 0.1
C 0.06900 2.60834 1.49535 0.0 -0.1 -0.1
C 0.09471 3.90131 1.97223 0.0 0.1 0.1
C -0.50540 4.17284 3.20280 0.0 0.0 -0.1
C -1.13300 3.16367 3.90458 0.0 0.0 0.0
C -1.16637 1.85098 3.40448 0.0 0.0 0.0
C -1.84488 0.82252 4.10197 0.0 0.0 0.0
C -1.89713 -0.47049 3.59515 0.0 0.0 0.0
C -1.24569 -0.78110 2.41824 0.0 0.0 0.1
C -0.51849 0.18897 1.68486 0.3 0.0 0.0
C -0.52646 1.54456 2.17548 0.0 0.1 -0.1
H 0.56474 4.69917 1.41266 0.0 0.0 0.0
H -0.48308 5.18073 3.59364 0.0 0.0 0.0
H -1.61101 3.37655 4.85236 0.0 0.0 0.0
H -2.33822 1.06291 5.03577 0.0 0.0 0.0
H -2.43710 -1.23994 4.12973 0.0 0.0 0.0
H -1.27056 -1.80013 2.05845 0.0 0.0 0.0
I 6.25777 -5.96379 3.39446 0.0 0.0 0.0
C 4.85370 -4.63910 2.64742 0.0 0.0 0.0
C 3.54094 -5.06792 2.44659 0.0 0.0 0.0
C 2.60426 -4.18694 1.95087 0.0 0.0 0.0
C 2.97972 -2.87195 1.65252 0.0 0.0 0.0
C 4.29700 -2.44479 1.85545 0.0 0.0 0.0
C 5.23086 -3.32874 2.35243 0.0 0.0 0.0
C 2.00648 -1.95412 1.13483 -0.4 0.4 -0.1
O 0.74655 -2.22966 0.97696 0.8 0.0 -0.2
O 2.30136 -0.73538 0.75523 -0.3 -0.6 0.6
H 3.26269 -6.08586 2.67976 0.0 0.0 0.0
H 1.58331 -4.50840 1.79294 0.0 0.0 0.0
H 4.57702 -1.42517 1.62757 0.0 0.0 0.0
H 6.25030 -3.00931 2.51569 0.0 0.0 0.0
```
Positions in Å, forces in eV/Å.

Its charge is +2. As for the spin multiplicity: 2. The calculation puts the total energy at -1853.5892 hartree.

Atomic partial charges in e from the natural (NBO) method, atoms 1 to 5: number 1, Ir, carries 0.961; number 2, C, carries -0.671; number 3, C, carries 0.163; number 4, C, carries -0.324; number 5, C, carries 0.188